The following is a DFT calculation (wB97M-V/def2-TZVPD) of 7 unconnected molecules or ions with the total composition C11H37N13O10P.

XYZ file:
```
72
Properties=species:S:1:pos:R:3:forces:R:3:mulliken_charge:R:1
O 1.74606 1.12713 0.09082 -0.27 0.12 -0.02 -0.842
P 0.69628 0.34158 -0.55889 0.59 0.21 0.26 1.019
O 1.22263 -0.60770 -1.72643 -0.27 -0.08 -0.05 -0.505
O -0.11248 -0.63255 0.37604 0.23 -0.31 -0.06 -0.442
C -0.51659 1.48561 -1.28208 -0.23 -0.28 -0.35 -1.780
N -1.92269 0.97564 -1.51555 0.34 -0.18 0.27 0.159
C -2.67613 0.83356 -0.18884 -0.22 0.15 0.14 -0.394
C -3.15483 -0.58658 0.17871 0.02 0.08 0.33 -0.325
O -2.58738 -1.58897 -0.62752 -0.05 -0.13 -0.04 -0.361
C -2.88244 -1.31204 -1.97495 -0.08 0.19 0.11 -0.747
C -1.94290 -0.22609 -2.45450 -0.18 -0.05 -0.34 -0.008
H 1.15281 -0.26455 -2.62618 0.27 -0.01 0.06 0.311
H -0.18748 -1.55376 0.06918 -0.22 0.15 -0.04 0.300
H -0.10403 1.81822 -2.24208 -0.11 0.23 0.11 0.661
H -0.57847 2.34301 -0.61288 -0.01 0.03 -0.06 1.059
H -2.38236 1.73401 -2.01273 -0.04 -0.04 0.00 0.507
H -2.02563 1.22165 0.58892 0.08 -0.07 -0.06 0.250
H -3.52963 1.50692 -0.24862 0.02 -0.01 -0.05 0.446
H -4.24784 -0.63259 0.13354 0.04 0.00 -0.12 0.423
H -2.87098 -0.77120 1.21239 0.01 -0.05 -0.04 -0.032
H -3.92889 -0.98852 -2.05946 0.01 -0.10 -0.11 0.342
H -2.72718 -2.20959 -2.57060 0.09 0.02 0.05 0.473
H -2.22767 0.12190 -3.44829 0.02 0.15 0.08 0.362
H -0.93909 -0.62650 -2.52239 -0.01 -0.12 0.19 0.064
C -2.87500 -0.28897 4.12868 -0.09 -0.01 0.20 0.806
O -3.66657 0.36003 3.45164 0.10 -0.01 -0.30 -0.689
N -1.79767 0.26357 4.73592 0.04 -0.12 -0.20 -0.274
N -3.03836 -1.63529 4.32330 0.12 0.01 -0.16 -0.403
H -1.14859 -0.23998 5.31320 -0.02 0.11 0.12 0.155
H -1.66442 1.25384 4.66061 -0.04 0.01 0.04 0.113
H -3.84941 -2.06515 3.92111 -0.04 0.02 0.05 0.216
H -2.42352 -2.18413 4.89389 -0.03 0.02 0.05 0.167
C 0.38022 -4.23515 -1.75868 0.16 -0.16 -0.01 0.648
O -0.34898 -3.35950 -2.21321 -0.16 0.24 0.03 -0.652
N 1.60172 -3.96316 -1.22470 -0.06 0.14 0.14 -0.299
N 0.02354 -5.54946 -1.75756 -0.06 -0.08 0.02 -0.521
H 2.21701 -4.66955 -0.86357 0.00 -0.05 -0.09 0.185
H 1.90837 -3.00752 -1.23660 0.05 -0.01 -0.09 0.169
H -0.87760 -5.78576 -2.13066 -0.07 0.04 0.15 0.233
H 0.61142 -6.27608 -1.38408 0.02 0.00 -0.01 0.209
C 1.28735 4.33412 -3.22416 0.03 -0.07 0.02 0.711
O 0.68854 3.26806 -3.39932 -0.07 0.05 0.03 -0.742
N 0.62869 5.49444 -2.96808 0.00 -0.05 0.00 -0.389
N 2.63902 4.40396 -3.24902 0.00 0.04 -0.04 -0.405
H 1.09510 6.36479 -2.78755 0.00 0.00 0.03 0.172
H -0.37388 5.48130 -2.97508 -0.01 0.02 -0.05 0.216
H 3.14769 3.56150 -3.44148 0.00 -0.01 0.02 0.210
H 3.14659 5.25283 -3.08242 0.00 0.00 -0.01 0.166
C 0.77390 2.13036 6.85154 0.01 -0.02 0.15 0.677
O 0.19384 1.07849 6.62409 0.04 0.00 -0.10 -0.677
N 2.13266 2.24020 6.78786 -0.03 0.03 -0.10 -0.403
N 0.10242 3.26747 7.19335 0.01 0.02 -0.10 -0.388
H 2.62777 3.08712 6.99208 0.00 -0.01 0.04 0.168
H 2.65034 1.41342 6.55642 0.00 -0.01 0.03 0.218
H -0.89517 3.20664 7.27616 0.00 -0.01 0.04 0.219
H 0.55647 4.13677 7.39957 0.00 -0.01 0.03 0.170
C 1.19007 5.19224 1.00610 0.01 0.05 -0.03 0.503
O 0.61342 6.25930 0.87782 0.04 -0.05 -0.01 -0.659
N 1.07334 4.18764 0.08319 -0.09 -0.31 0.02 -0.132
N 1.99848 4.90871 2.06900 -0.02 0.02 0.03 -0.351
H 1.54910 3.29900 0.14424 0.02 0.05 0.03 0.215
H 0.51455 4.39324 -0.72361 0.11 0.13 -0.06 0.047
H 2.11277 5.62500 2.76095 0.00 0.01 0.00 0.217
H 2.47384 4.03252 2.17785 -0.01 -0.01 -0.01 0.180
C 2.56898 -7.23853 -4.00918 0.01 0.08 0.09 0.646
O 2.79349 -7.56892 -2.85233 0.01 0.04 0.02 -0.650
N 1.36772 -6.68625 -4.35179 0.14 -0.17 -0.03 -0.313
N 3.48638 -7.38028 -5.00590 -0.01 0.02 0.03 -0.392
H 1.11866 -6.35977 -5.26540 0.03 -0.04 -0.02 0.168
H 0.73030 -6.60695 -3.58239 -0.14 0.22 -0.21 0.203
H 4.37088 -7.78528 -4.76217 0.00 -0.02 0.00 0.232
H 3.31144 -7.11947 -5.95728 -0.02 -0.03 -0.01 0.163
```
Forces are in eV/Å.

## Properties
energy: -2247.048647 a.u.
frontier orbital gap: 9.2 eV
HOMO: -11.645 eV
LUMO: -2.4 eV
charge: +1

The following is a DFT calculation (wB97M-V/def2-TZVPD) of a molecular structure, C16H17BrN6O3PdS in a non-equilibrium geometry.

XYZ file:
```
45
Properties=species:S:1:pos:R:3:forces:R:3:mulliken_charge:R:1
Pd -0.15557 -0.67391 -0.65042 -0.01 0.08 -0.74 0.606
N -2.27124 -2.52212 -3.93140 0.02 -0.27 0.22 -0.424
C -1.70044 -2.05908 -2.79328 0.71 0.73 -0.15 0.584
S -0.33319 -0.99332 -2.96911 -0.19 -0.19 0.56 -0.355
N -2.24587 -2.41668 -1.65499 -1.04 -0.89 -0.19 -1.443
N -1.69417 -1.88081 -0.57890 0.19 0.81 0.57 1.027
C -2.09929 -2.19296 0.61351 -0.35 -0.50 -1.04 -0.810
C -1.44830 -1.56369 1.72018 0.72 0.79 1.09 1.081
C -1.72786 -1.83121 3.06623 -0.32 -0.30 -0.67 -0.990
C -1.09115 -1.11309 4.05048 0.38 0.46 0.17 -0.195
C -0.17826 -0.11971 3.69748 -0.32 -0.34 0.18 -0.803
C 0.09243 0.06465 2.35654 0.20 0.16 -0.13 -0.446
N -0.50766 -0.63666 1.40529 -0.29 -0.37 -0.11 -0.002
H -1.67942 -2.54088 -4.74382 -0.08 0.07 -0.08 0.242
H -2.91850 -3.28742 -3.82214 0.00 0.03 -0.02 0.262
H -2.90695 -2.90440 0.73288 0.03 -0.05 0.03 0.342
H -2.44428 -2.60560 3.30692 -0.01 0.03 0.04 0.443
H -1.29404 -1.30696 5.09526 -0.06 -0.04 -0.01 0.412
H 0.31174 0.48232 4.44799 0.06 -0.01 -0.03 0.407
H 0.81729 0.79456 2.01560 0.01 -0.05 -0.05 0.602
Br 7.20606 1.28417 -1.19274 -0.01 -0.05 0.03 -0.198
C 6.06186 -0.10606 -0.59929 0.02 0.04 -0.05 0.046
C 6.60439 -1.27045 -0.07879 -0.04 0.06 0.00 -0.140
N 5.84569 -2.26878 0.35865 0.06 -0.14 0.06 -0.624
C 4.52624 -2.14737 0.26738 0.00 0.12 -0.07 -0.236
C 3.90011 -1.02002 -0.25715 0.05 0.18 -0.05 0.072
C 4.68959 0.03438 -0.69197 0.07 -0.02 0.05 -0.272
C 2.40521 -0.97136 -0.36695 -0.09 -0.86 0.17 0.950
O 1.76757 -2.03119 -0.23455 1.22 -0.09 0.27 -0.673
O 1.84994 0.15564 -0.59374 -0.58 0.05 -0.04 -0.875
H 7.67760 -1.40479 -0.00924 0.00 0.06 -0.01 0.375
H 3.92920 -2.97609 0.62424 -0.05 0.01 -0.04 0.461
H 4.23837 0.93128 -1.09323 -0.05 -0.02 0.00 0.500
C -2.26588 3.88869 -1.74250 0.07 -0.13 0.00 -0.813
N -2.89639 3.30348 -0.56699 -0.13 0.30 -0.10 0.127
C -3.96834 3.98869 0.13956 0.01 -0.15 0.12 -0.797
C -2.46634 2.09837 -0.16390 0.15 -0.13 -0.11 -0.069
O -1.59105 1.46506 -0.72970 -0.36 0.57 0.17 -0.539
H -2.74039 4.83599 -1.98153 -0.04 0.00 0.04 0.297
H -2.35603 3.21161 -2.59216 0.02 0.02 -0.01 0.289
H -1.20316 4.05186 -1.55930 0.00 0.01 -0.04 0.281
H -4.18557 4.92961 -0.35627 0.03 0.00 -0.03 0.243
H -3.68865 4.20688 1.17218 -0.01 0.03 -0.01 0.318
H -4.88193 3.39129 0.14563 -0.01 0.03 0.00 0.322
H -2.98338 1.72607 0.73805 -0.01 -0.02 0.00 0.418
```
Forces are in eV/Å.

## Properties
energy: -4274.270232 a.u.
frontier orbital gap: 6.7 eV
ΔE to the lowest compared entry with this formula, charge and spin: 106.8 kJ/mol
HOMO: -7.511 eV
LUMO: -0.8 eV
charge: 0

The following is a DFT calculation (wB97M-V/def2-TZVPD) of C15H21N5O2S in the gas phase in a non-equilibrium geometry.

XYZ file:
```
44
Properties=species:S:1:pos:R:3:forces:R:3:mulliken_charge:R:1
C 6.54414 3.15066 -0.01452 -0.05 -0.22 -0.08 -1.280
C 5.60753 1.97834 -0.27080 0.01 0.25 0.10 -0.241
H 5.97908 1.09151 0.24591 -0.02 -0.03 -0.08 0.271
H 5.57259 1.76208 -1.34027 -0.02 -0.08 0.00 0.323
C 4.18831 2.28593 0.22215 0.27 -0.18 -0.09 -0.851
C 3.27615 1.15391 -0.04688 0.04 0.03 0.14 0.805
N 2.32899 1.10309 -0.93416 0.46 1.18 -0.16 -1.002
N 1.74804 -0.11108 -0.88053 -0.06 -1.02 0.26 -0.219
C 2.34486 -0.79837 0.05710 -0.03 -0.07 -0.04 0.510
N 3.33535 -0.04490 0.62329 -0.54 -0.06 -0.40 0.495
N 4.22122 -0.38828 1.63530 0.10 -0.17 0.36 -1.046
H 3.75448 -0.36350 2.54132 -0.03 0.00 -0.25 0.249
H 4.56108 -1.33594 1.48141 -0.01 0.21 -0.09 0.245
S 2.02555 -2.42772 0.56659 0.00 -0.22 0.18 -0.188
C 0.84717 -2.95005 -0.71817 0.08 0.12 0.15 -0.909
H 0.89413 -4.03870 -0.71456 -0.06 0.12 -0.03 0.426
H 1.20432 -2.54745 -1.66482 -0.02 -0.08 -0.05 0.379
C -0.58839 -2.51280 -0.41012 0.41 0.03 -0.21 0.729
O -1.39577 -3.30266 0.03225 -0.20 -0.23 0.13 -0.657
N -0.80176 -1.21442 -0.69886 0.14 0.23 -0.21 0.032
C -1.97462 -0.46757 -0.53726 -0.39 -0.04 0.15 0.377
C -1.90662 0.89884 -0.81177 -0.09 -0.13 0.05 -0.498
C -3.02324 1.69116 -0.67662 -0.23 -0.03 0.08 -0.786
C -4.24164 1.14455 -0.26514 0.23 -0.08 -0.04 0.691
C -4.30589 -0.21718 0.00624 -0.28 0.36 -0.02 -0.192
C -3.18297 -1.01574 -0.12956 0.21 -0.13 -0.03 -0.917
H -3.24614 -2.06940 0.08538 0.01 -0.02 0.00 0.499
H -5.22601 -0.68312 0.32147 -0.10 0.00 0.04 0.339
O -5.27965 2.02587 -0.18890 0.19 0.12 -0.08 -0.459
C -6.53140 1.59670 0.30425 -0.30 -0.09 0.26 -0.428
C -6.54936 1.45348 1.82386 0.16 0.04 -0.39 -1.038
H -5.84230 0.69503 2.15060 0.02 -0.06 0.08 0.342
H -6.27540 2.39894 2.28532 0.00 0.07 0.06 0.300
H -7.54611 1.17400 2.15422 -0.11 -0.04 0.07 0.351
H -6.83968 0.66136 -0.17928 0.02 0.11 -0.02 0.336
H -7.22622 2.38470 -0.00080 0.05 -0.17 0.00 0.312
H -2.98213 2.74782 -0.88813 0.02 0.13 -0.03 0.417
H -0.96903 1.33151 -1.12981 0.11 0.08 -0.04 0.421
H 0.00920 -0.66826 -1.01129 -0.11 -0.29 0.06 0.152
H 3.79489 3.16400 -0.28978 -0.05 -0.01 0.07 0.364
H 4.21436 2.47812 1.29703 -0.01 0.12 0.00 0.328
H 6.19198 4.04102 -0.53018 0.00 0.14 -0.03 0.328
H 7.54503 2.92067 -0.37101 0.12 0.06 0.00 0.359
H 6.60029 3.36916 1.04951 0.04 0.07 0.11 0.334
```
Forces are in eV/Å.

## Properties
energy: -1406.623218 a.u.
frontier orbital gap: 7.9 eV
ΔE to the lowest compared entry with this formula, charge and spin: 0.0 kJ/mol
HOMO: -7.604 eV
LUMO: 0.3 eV
SMILES string: CCCc1nnc(SCC(=O)Nc2ccc(OCC)cc2)n1N
charge: 0